The following is a quantum chemistry calculation of 2 unconnected molecules or ions with the total composition C4H12, from the Open Molecules 2025 dataset.

```
16
Properties=species:S:1:pos:R:3:forces:R:3:lowdin_spin:R:1
C -1.66885 -2.48235 1.11378 -0.082 0.185 -0.084 0.0809
C 1.51767 2.40633 -0.66286 -0.641 -0.579 -1.396 0.1919
C -1.05975 -1.12477 1.03333 -0.212 0.804 0.041 0.1205
C 1.21878 1.16777 -1.48061 -0.601 0.354 0.704 0.1981
H 0.56624 1.22539 -2.34880 0.009 0.458 0.037 0.0054
H -2.17170 -2.67439 0.17131 -0.182 -0.295 0.073 0.0004
H -0.54320 -0.92208 0.06985 0.211 -0.254 -0.262 0.0452
H -2.41668 -2.50720 1.92998 -0.072 0.101 -0.048 0.0405
H 0.91232 0.32070 -0.86314 0.685 -0.492 -0.177 0.0102
H 0.55518 2.57430 -0.06878 0.055 -0.187 0.033 0.1112
H 1.54306 3.26293 -1.33580 0.538 0.369 0.528 0.0083
H -1.85345 -0.35646 0.87036 -0.045 -0.151 0.039 0.0398
H 2.31764 2.22767 0.04990 0.017 0.519 0.115 0.0097
H -1.04231 -3.33867 1.38774 0.368 0.221 -0.083 0.0216
H -0.44011 -0.72276 1.82992 0.053 -0.524 0.268 0.0016
H 2.28052 1.04462 -1.89206 -0.100 -0.530 0.212 0.1147
```
Forces are in eV/Å.

## Properties
Spin multiplicity: 2
Kohn-Sham gap (spin up / spin down) in eV: 13.15 / 3.14
HOMO (spin up / spin down) in hartree: -0.5925 / -0.5362
Charge: +1
Largest force on an atom in eV/Å: 1.64



The following is a quantum chemistry calculation of a molecular structure, C18H23N7Re, from the Open Molecules 2025 dataset.

```
49
Properties=species:S:1:pos:R:3:forces:R:3:lowdin_spin:R:1
Re -0.35497 0.58689 0.50350 0.414 -1.684 -0.295 0.9107
N 1.46300 -0.30917 0.73537 -0.396 -0.908 -0.620 -0.0254
N -1.57741 2.39413 0.55190 0.051 -0.059 -0.239 0.0157
N 0.32723 1.04469 -1.47570 0.367 0.385 0.155 0.0004
N 0.31909 1.18284 2.38961 0.288 0.417 0.112 0.0037
N -1.60126 -3.33362 -0.87020 -0.649 2.335 1.069 -0.0146
N 1.80771 -1.45112 0.02192 0.640 0.957 0.170 -0.0231
N -0.49917 -1.41166 -0.11910 1.540 1.998 0.448 -0.0150
C -0.38259 3.43867 -1.96276 -0.054 -0.023 -0.009 0.0001
C -0.57231 -5.31102 -1.80863 -0.415 1.253 0.576 -0.0102
C -0.37698 1.82739 3.34437 -0.190 -0.122 -0.122 0.0335
C -0.47897 -4.01547 -1.23864 1.297 -0.849 -0.482 -0.0030
C 1.56349 2.13787 4.71532 -0.306 0.173 0.178 0.0070
C 1.84043 -5.30583 -1.95255 -0.493 0.487 0.241 -0.0154
C 2.25696 0.05184 1.68749 0.014 0.364 0.388 0.0767
C -1.59803 -2.09150 -0.35279 -2.103 -2.708 -0.828 0.0182
C -0.25424 2.02299 -2.50515 -0.220 0.019 0.069 0.0045
C -1.80158 3.80119 -1.51054 0.041 -0.032 0.070 0.0002
C 0.58646 -5.94130 -2.16364 1.408 0.226 0.028 0.0011
C 0.75122 -2.04730 -0.38127 -0.458 -0.990 -0.514 -0.0062
C 1.66070 0.96509 2.63329 0.118 0.078 0.105 -0.0088
C 2.30429 1.43726 3.75661 0.009 -0.225 -0.381 0.0303
C 0.20465 2.30043 4.51336 0.157 0.033 0.171 0.0106
C 0.78112 -3.36503 -1.01870 -1.660 0.424 0.248 -0.0049
C -2.46291 2.74954 -0.64017 -0.016 -0.007 -0.134 0.0031
C 1.93319 -4.01789 -1.37291 0.682 -1.447 -0.665 -0.0062
H 2.04381 2.52112 5.60777 0.009 0.017 0.026 -0.0001
H 3.36080 1.24824 3.90115 0.036 -0.055 -0.008 0.0008
H -2.56748 -1.65933 -0.12969 0.046 -0.017 -0.008 0.0009
H -1.53814 -5.78147 -1.95370 -0.017 0.028 0.005 -0.0003
H -0.98045 3.21028 0.71844 0.042 0.013 0.043 0.0008
H 0.35175 3.59125 -1.16185 0.041 0.018 0.012 0.0000
H -2.18731 2.36812 1.36852 -0.066 -0.069 0.043 0.0068
H -0.07582 4.13965 -2.73965 -0.023 -0.010 0.002 0.0001
H -1.78580 4.75605 -0.97787 -0.001 0.003 -0.031 0.0000
H -0.42142 2.80010 5.24157 0.005 0.016 0.028 0.0002
H -2.44081 3.96018 -2.38121 -0.015 -0.030 0.011 0.0001
H 0.43322 1.97495 -3.35031 0.037 -0.022 0.026 -0.0008
H 3.23172 -0.41001 1.81432 0.043 -0.029 -0.029 0.0015
H -1.43977 1.95825 3.19466 -0.019 0.023 0.008 0.0029
H 2.90098 -3.56166 -1.21031 0.001 -0.050 -0.027 -0.0002
H 2.74228 -5.83372 -2.24347 -0.026 0.116 0.055 -0.0006
H 0.56965 -6.92994 -2.60666 -0.051 0.034 0.026 0.0002
H 1.28629 1.37879 -1.33178 0.026 0.037 0.064 0.0044
H -2.66562 1.81956 -1.17641 -0.045 0.031 -0.031 0.0004
H -2.51009 -3.77861 -0.99852 -0.002 0.035 -0.008 -0.0003
H -1.20630 1.60562 -2.83051 0.008 0.032 -0.057 0.0001
H 0.47087 0.17335 -1.99127 -0.083 -0.206 0.145 0.0003
H -3.41149 3.10930 -0.24321 -0.014 -0.011 -0.034 -0.0002
```
Forces are in eV/Å.

## Properties
Spin multiplicity: 2
Kohn-Sham gap (spin up / spin down) in eV: 4.19 / 4.32
HOMO (spin up / spin down) in hartree: -0.7471 / -0.7517
Charge: +4
Largest force on an atom in eV/Å: 3.53



The following is a quantum chemistry calculation of 7 unconnected molecules or ions with the total composition C23H35ClIN4O22P2, from the Open Molecules 2025 dataset.

```
88
Properties=species:S:1:pos:R:3:forces:R:3:lowdin_charge:R:1
I -0.95237 -2.81962 -2.29968 -0.469 0.440 -0.148 1.0012
Cl -4.75117 3.50575 -1.71285 0.642 -1.007 0.242 0.2397
P -4.49903 1.40594 -1.63225 -1.887 0.202 -0.237 0.6723
P 2.04065 0.96129 -1.68272 2.194 2.347 -0.320 0.4639
O -0.85668 4.00425 2.36063 -0.020 -0.190 -0.383 0.0632
O 1.97268 -1.96299 4.42412 -0.139 -0.462 -0.078 0.0708
O 0.10154 2.98730 0.59824 -0.109 -0.242 -0.053 0.1484
O -1.86568 -6.38915 1.26632 0.087 0.340 -0.255 0.0737
O 3.14626 -0.20603 -1.84606 -1.879 0.074 1.079 -0.0891
O 0.51383 -0.56650 -5.95940 0.077 -0.285 -0.051 0.0533
O -0.13278 -2.70871 -5.73359 -0.127 -0.133 0.027 0.1101
O -0.78887 0.93388 5.52469 -0.181 0.053 0.251 0.0404
O 1.98999 1.72805 -2.92243 -0.485 -0.741 -0.178 -0.2450
O -2.01684 3.74356 0.46827 0.362 -0.182 0.199 0.0384
O 6.16520 3.57830 -4.51368 -0.022 -0.260 -0.346 0.0662
O 2.02133 -2.21318 -6.16765 -0.298 0.195 0.101 0.0691
O 5.78884 2.30293 -6.32258 0.043 0.189 0.234 0.0636
O 1.77072 -3.88338 3.25781 0.435 0.555 0.498 0.1195
O 0.91373 -3.71246 5.33297 0.178 0.169 -0.410 0.0720
O -2.30088 -5.15465 -0.56797 -0.158 0.019 0.239 0.0717
O -0.79561 -0.32508 7.40438 0.018 0.084 -0.221 0.1744
O -0.41120 -4.81748 0.61635 -0.473 -0.199 -0.072 0.0195
O 7.68802 3.51129 -6.17465 -0.017 -0.029 -0.017 0.1781
O -1.92970 1.61522 7.32831 0.187 -0.201 -0.311 0.0826
O 2.58432 1.95192 -0.50214 -1.429 -2.064 -0.219 -0.1120
O -4.76556 1.08076 -0.01946 0.844 0.410 -1.331 -0.3401
N -0.73171 1.81933 -2.54763 -1.554 -2.665 -0.271 0.2093
N -2.76101 1.19822 -1.87880 -1.297 -0.716 -0.360 -0.2045
N 0.51067 0.38285 -1.09042 0.317 -0.174 -0.029 0.0530
N -1.89346 0.45216 -1.14290 2.776 0.194 0.705 -0.0057
C -1.13839 0.64579 6.81019 -0.106 -0.059 0.458 -0.5418
C -1.59312 -5.42818 0.35368 0.027 -0.153 -0.040 -0.5785
C -0.66738 0.84928 -1.56019 0.288 1.382 -0.533 -0.3592
C -0.68816 -6.57534 2.05991 0.139 -0.339 0.284 -0.0989
C -2.02289 1.77100 -2.86846 1.072 1.401 0.834 -0.0984
C -2.98964 -2.34977 -1.78048 -0.754 -0.475 0.323 -0.5936
C 4.78551 1.96476 -5.36930 -0.275 -0.418 -0.072 -0.1359
C -2.05020 4.77969 2.51225 -0.159 0.422 0.312 -0.1025
C 1.57075 -3.24410 4.24618 0.268 0.016 0.110 -0.5482
C -3.14559 -1.65837 -0.40154 0.651 -0.697 -0.446 -0.2624
C 0.02489 -5.25849 1.90926 0.007 -0.362 -0.005 -0.1292
C 4.81339 3.13052 -4.42261 -0.324 0.234 0.476 -0.1250
C -2.95046 4.20405 1.45350 -0.552 0.059 0.018 -0.1241
C 1.35419 -1.48451 5.62596 0.019 0.420 0.211 -0.1199
C 1.79449 0.05829 -5.98877 0.282 0.513 0.132 -0.1430
C -1.57391 2.04979 5.10763 -0.004 0.249 -0.449 -0.1252
C 1.07855 -2.75251 6.38381 -0.100 -0.020 0.609 -0.1065
C 0.71894 -1.90979 -5.93802 -0.054 -0.096 0.000 -0.5829
C 6.65250 3.16607 -5.71566 0.258 0.156 -0.041 -0.5574
C -0.83810 3.52868 1.09660 0.054 0.167 0.077 -0.5321
C -1.92960 2.70999 6.41403 -0.166 0.464 0.094 -0.1153
C -2.12700 -0.53109 -0.07336 -1.778 -0.040 1.030 -0.1490
C 2.67681 -1.01331 -6.57715 0.418 0.115 -0.247 -0.1159
H 2.01971 -0.81210 6.16332 0.102 -0.033 -0.183 0.1439
H 5.06172 1.02444 -4.88363 0.016 0.039 0.029 0.1354
H -3.49358 -3.33211 -1.68827 0.498 0.464 -0.126 0.0445
H 1.77297 0.96197 -6.59598 -0.234 -0.061 -0.007 0.1326
H 1.91769 -3.05862 7.01191 0.014 -0.027 -0.093 0.1397
H 2.07797 0.32413 -4.96766 -0.020 0.013 -0.024 0.0998
H -2.45973 4.67302 3.51494 0.187 -0.099 0.022 0.1315
H 2.99867 -0.96511 -1.25499 0.406 0.075 -0.141 0.0953
H -2.42800 2.15710 -3.81281 -0.094 0.274 0.854 0.1579
H 0.44782 -0.94847 5.36393 0.022 -0.102 -0.055 0.0996
H -5.63328 0.63694 -0.02099 0.227 0.060 0.233 0.0641
H -0.28510 -4.52989 2.65377 -0.084 -0.041 -0.076 0.1193
H 0.44102 -0.29962 -0.34261 0.316 0.125 -0.203 0.1050
H -4.20339 -1.35842 -0.30341 0.559 0.159 0.048 0.0913
H 0.18449 -2.68562 6.99788 -0.052 -0.123 -0.159 0.1260
H -2.45310 1.68227 4.57052 -0.015 -0.042 0.073 0.1344
H -2.51562 0.00146 0.82129 0.292 -0.133 -0.509 0.1258
H 1.09971 -5.35951 1.94152 -0.065 0.081 -0.232 0.1199
H 4.56514 2.84829 -3.40187 0.143 0.088 0.004 0.1220
H -1.18043 3.43734 6.73396 0.017 -0.054 -0.016 0.1407
H -3.62834 4.94147 1.03306 0.093 -0.052 -0.217 0.1298
H -3.52167 -1.83173 -2.60271 0.758 0.006 0.342 0.0504
H 2.70791 -0.97919 -7.66839 -0.041 -0.029 0.029 0.1392
H -1.17249 -0.98342 0.24074 -0.384 0.281 -0.639 0.1010
H -3.53320 3.35231 1.81344 0.057 -0.011 -0.044 0.1295
H -2.90394 3.19463 6.38830 -0.032 -0.146 0.187 0.1362
H -1.00283 2.70186 4.44819 0.161 -0.205 0.049 0.1175
H 4.15054 3.93997 -4.73703 0.020 -0.034 -0.025 0.1385
H -1.81231 5.83021 2.33724 0.034 -0.053 -0.021 0.1447
H -2.97719 -2.45125 0.35957 -0.065 0.564 -0.304 0.1193
H 3.69516 -0.97766 -6.19461 -0.061 -0.196 0.051 0.1290
H -0.94533 -6.79615 3.09372 -0.211 0.000 -0.104 0.1380
H 1.79870 2.17191 0.04382 0.523 0.448 0.043 0.0360
H 3.81692 1.84495 -5.84971 0.128 0.063 -0.161 0.1110
H -0.11740 -7.41160 1.65090 -0.039 0.041 -0.045 0.1382
```
Forces are in eV/Å.

## Properties
Kohn-Sham gap in eV: 7.89
HOMO in hartree: -0.4225
Charge: +1
Largest force on an atom in eV/Å: 3.23



The following is a quantum chemistry calculation of C4H3Br2NS in the gas phase, from the Open Molecules 2025 dataset.

```
11
Properties=species:S:1:pos:R:3:forces:R:3:nbo_charge:R:1
Br 1.17626 -0.89283 -2.01103 -0.549 0.491 1.969 0.1010
Br 1.61033 -3.44754 0.10241 0.074 -0.093 0.284 0.0880
S 0.30635 1.87659 0.06883 -0.925 3.989 -2.194 0.3028
N -1.82944 3.49729 -1.41040 0.934 -0.781 0.331 -0.3384
C 0.66366 -0.77559 -0.10603 -1.287 -3.043 2.141 -0.1115
C -0.33192 0.28623 0.38696 0.593 -0.319 -0.847 -0.6201
C -1.01180 2.82275 -0.93710 1.202 -1.255 1.589 0.1073
C 0.78247 -1.88375 0.74485 0.146 1.482 -1.646 -0.3063
H 0.41502 -2.05949 1.80392 0.393 0.983 -1.586 0.2586
H -0.49770 0.33523 1.45205 0.093 -0.964 0.372 0.2538
H -1.28323 0.24111 -0.09446 -0.675 -0.491 -0.412 0.2649
```
Forces are in eV/Å.

## Properties
Kohn-Sham gap in eV: 9.44
HOMO in hartree: -0.3561
Largest force on an atom in eV/Å: 4.65
SMILES: N#CSC/C(Br)=C/Br